1.
A structure of composition C17H15CrN3O6. Source: OMol25; level of theory: ωB97M-V/def2-TZVPD.

Structure (XYZ):
```
42
Properties=species:S:1:pos:R:3:forces:R:3
Cr -0.694 -0.186 -0.604 -0.6 -1.7 -2.0
C 0.393 0.632 -2.871 0.8 -0.3 0.6
O 0.582 1.179 -1.700 0.1 1.0 1.9
O -0.412 -0.367 -2.727 -0.9 -0.8 0.1
O 0.985 1.001 -3.897 -0.5 -0.1 -0.1
C -2.113 -2.252 -0.867 1.4 1.5 -4.1
O -2.024 -3.110 -1.788 -0.8 -1.1 2.0
O -1.467 -2.167 0.227 1.0 -0.4 1.4
O -2.541 -1.050 -1.264 -0.1 1.4 1.0
N -2.026 1.693 -0.407 0.0 0.0 0.9
C -2.407 2.377 -1.462 -0.4 0.1 -1.3
C -3.424 3.335 -1.455 -0.3 -0.2 0.4
C -4.029 3.615 -0.248 -0.4 -0.5 0.5
C -3.627 2.893 0.870 0.3 0.3 0.4
C -2.630 1.949 0.754 -0.1 0.1 -0.1
H -1.958 2.089 -2.407 0.2 0.0 0.1
H -3.830 3.768 -2.358 0.4 0.0 -0.2
H -4.889 4.269 -0.148 0.2 0.2 -0.2
H -3.993 3.078 1.874 -0.4 0.1 -0.2
H -2.342 1.379 1.629 0.3 -0.2 -0.2
N 0.164 0.151 1.310 0.1 0.0 -0.7
C 0.526 -0.861 2.175 0.6 -0.7 0.3
C 1.321 -0.681 3.280 -0.6 0.5 -0.1
C 1.787 0.607 3.614 0.1 0.3 0.6
C 1.461 1.664 2.722 0.5 -1.0 -0.2
C 0.763 1.357 1.587 0.1 1.0 -0.3
H 0.327 -1.892 1.905 -0.7 0.2 -0.3
H 1.482 -1.519 3.948 0.3 -0.1 -0.2
H 2.456 0.765 4.453 -0.1 0.0 0.0
H 1.954 2.623 2.824 -0.2 0.1 -0.1
H 0.765 2.085 0.779 -0.5 0.0 0.0
N 1.352 -1.707 -0.724 0.4 -0.1 -0.7
C 2.556 -1.155 -0.641 0.3 0.6 0.4
C 3.741 -1.876 -0.685 -0.3 -0.6 0.0
C 3.645 -3.238 -0.930 0.5 -0.2 -0.5
C 2.408 -3.830 -1.125 0.2 0.7 0.0
C 1.299 -3.001 -1.024 -0.9 -0.7 0.6
H 2.577 -0.074 -0.543 -0.1 0.0 0.2
H 4.713 -1.442 -0.496 -0.1 0.3 -0.2
H 4.556 -3.805 -1.111 0.0 -0.1 0.4
H 2.294 -4.879 -1.355 0.0 0.0 -0.1
H 0.296 -3.417 -1.111 0.0 0.2 -0.1
```
Forces are in eV/Å.

Computed properties:
2S+1: 5
Gap between HOMO and LUMO (alpha / beta), eV: 3.687 / 6.114
Expectation value of S²: 6.126
Net charge: -2



2.
The molecule C3H4N2S. Source: OMol25; level of theory: ωB97M-V/def2-TZVPD.

Structure (XYZ):
```
10
Properties=species:S:1:pos:R:3:forces:R:3
S -1.516 -0.608 2.016 0.2 0.1 -0.2
C -0.548 -0.211 0.755 -0.8 -0.3 0.2
C -0.687 -0.584 -0.703 0.7 -0.6 0.3
N 0.445 0.009 -1.403 0.3 0.5 0.3
C 1.102 0.642 -0.516 -0.7 -0.6 0.1
N 0.563 0.538 0.785 0.9 0.7 0.7
H -0.660 -1.673 -0.794 -0.1 0.0 -0.1
H -1.614 -0.245 -1.111 -0.7 0.2 -0.3
H 1.991 1.204 -0.700 0.4 0.3 0.0
H 0.923 0.927 1.671 -0.2 -0.3 -1.0
```
Forces are in eV/Å.

Computed properties:
Gap between HOMO and LUMO, eV: 8.891
SMILES: S=C1CN=CN1
Energy relative to the best compared isomer or geometry (same formula, charge and spin), kcal/mol: 11.1



3.
A structure of composition C25H32N6O. Source: OMol25; level of theory: ωB97M-V/def2-TZVPD.

Structure (XYZ):
```
64
Properties=species:S:1:pos:R:3:forces:R:3
C -0.580 -6.352 -0.345 -5.3 2.8 -7.8
H -1.034 -7.277 -0.239 -2.2 -1.2 0.6
O -1.186 -5.238 0.194 -5.5 -8.4 2.7
C -0.820 -4.087 0.112 0.9 6.6 -1.3
C 0.304 -3.846 -0.686 -8.3 13.7 6.6
C 0.605 -2.426 -0.493 3.0 -1.4 -2.6
C -0.179 -1.497 0.272 16.2 5.7 -9.4
C -1.268 -1.739 0.650 -15.6 -1.4 8.5
C -1.685 -3.058 0.700 1.4 -2.3 -0.7
H -2.486 -3.439 1.306 -0.4 0.1 -0.1
H -1.899 -0.827 1.313 1.6 -2.9 -2.1
C 0.241 0.173 -0.087 8.4 -7.6 9.0
C -0.350 0.478 -1.269 -3.6 3.1 3.3
N 0.153 0.797 -2.334 2.3 -0.4 -8.2
N -0.817 1.212 -3.276 -2.0 1.0 7.3
N -1.921 1.470 -2.360 2.4 -1.5 -3.3
N -1.595 0.997 -1.160 -2.6 1.4 -3.1
C -2.669 1.305 -0.115 2.2 4.2 -2.7
C -2.972 2.929 -0.253 -5.3 -4.5 1.0
C -4.176 3.082 0.993 -0.8 -2.8 -10.4
C -5.389 2.116 0.532 4.3 2.2 12.2
C -5.019 0.756 0.750 4.9 -4.2 -2.8
C -3.836 0.562 -0.415 -1.9 -2.8 2.7
H -4.294 0.741 -1.283 -1.7 2.0 -3.5
H -3.510 -0.426 -0.726 -0.1 -1.1 1.2
H -5.672 0.039 0.377 -1.9 -1.1 -0.3
H -4.491 0.198 1.570 -1.0 1.8 0.4
H -6.056 2.429 1.369 -0.5 -0.4 -0.4
H -5.877 2.343 -0.224 -3.7 1.9 -7.6
H -4.432 4.039 0.941 -1.5 4.1 -0.1
H -3.715 2.929 1.811 2.8 -1.9 6.1
H -3.503 3.047 -1.302 1.5 0.2 2.3
H -2.186 3.508 0.025 2.4 1.8 0.1
H -2.187 0.980 0.739 0.6 0.1 2.3
N 0.044 0.774 1.237 -1.6 6.7 -1.8
C 0.680 0.443 2.469 -0.8 -8.8 -2.7
C 2.206 0.158 2.221 -7.7 5.8 10.9
N 2.728 1.291 1.920 5.2 7.2 -8.9
C 3.551 1.094 0.591 -3.8 1.2 5.8
C 4.390 0.140 0.728 7.7 -5.1 -4.2
C 5.446 -0.305 -0.259 -4.1 4.0 -0.9
C 5.190 0.636 -1.316 9.7 -8.1 -4.1
C 4.321 1.561 -1.589 0.3 1.9 -1.9
C 3.499 1.706 -0.548 -5.6 8.9 -3.5
H 2.733 2.714 -0.747 1.8 -3.1 1.0
H 4.528 2.163 -2.511 -1.2 -0.5 1.1
H 6.084 0.263 -2.335 -2.6 1.6 2.7
H 6.210 -1.185 -0.308 -1.8 2.0 0.5
H 4.600 -0.508 1.417 -0.4 -2.9 5.5
C 1.778 2.518 1.806 4.8 -2.4 3.3
C 0.539 2.283 1.086 -2.1 -0.5 -1.3
H -0.197 2.900 1.609 -0.4 0.2 -0.7
H 0.703 2.589 -0.016 -0.7 -0.6 1.7
H 2.482 3.214 1.391 -0.3 0.9 -0.3
H 1.921 2.607 2.941 -2.0 1.2 -1.3
H 2.510 -0.685 2.114 3.3 -10.0 -3.7
H 2.548 0.079 3.351 -0.8 -0.5 -0.3
H 0.228 0.865 3.326 0.3 1.5 0.7
H 0.252 -0.662 2.585 0.9 1.6 0.4
H 1.557 0.079 0.022 -3.8 0.0 -2.0
H 1.619 -2.121 -1.163 -2.9 -0.1 2.3
H 0.939 -4.398 -0.962 8.5 -8.0 -4.4
H -0.530 -6.176 -1.574 0.4 -0.6 3.1
H 0.232 -6.484 0.079 8.6 -0.9 3.4
```
Forces are in eV/Å.

Computed properties:
Gap between HOMO and LUMO, eV: 8.381
Energy relative to the best compared isomer or geometry (same formula, charge and spin), kcal/mol: 609.3



| no. | strongest force on any atom (hartree/bohr) |
| --- | --- |
| 1 | 0.0900 |
| 2 | 0.0267 |
| 3 | 0.3803 |